# 1
The following is a DFT calculation (ωB97M-V/def2-TZVPD) of the ion C4H10N3S with charge +1 in a non-equilibrium geometry.

Values from the calculation:
- relative energy (zero: lowest compared OMol25 entry of this formula, charge and spin) (eV) = 3.7273
- HOMO-LUMO gap (eV) = 9.858
- LUMO level (eV) = -3.7
- E (a.u.) = -720.49342

```
! RIJCOSX wB97M-V def2-TZVPD def2/J DEFGRID3
* xyz 1 1
C -0.89 -0.34 0.88
C 0.04 -0.50 -0.53
C -0.15 -0.78 2.19
C 1.30 1.53 -1.37
N -1.98 -1.24 0.76
N -1.93 -1.98 -0.19
N 0.08 0.72 -1.35
S -0.79 -1.91 -1.33
H -1.35 0.62 1.02
H 1.05 -0.80 -0.22
H 1.02 -0.77 2.27
H -0.45 -1.75 2.51
H -0.31 -0.12 3.17
H 1.83 1.99 -0.58
H 2.08 0.96 -1.93
H 1.28 2.49 -2.09
H -0.25 0.53 -2.31
H -0.61 1.34 -0.89
*
```

=====

# 2
The following is a DFT calculation (ωB97M-V/def2-TZVPD) of the ion C4H10N3S with charge +1 in a non-equilibrium geometry.

Values from the calculation:
- relative energy (zero: lowest compared OMol25 entry of this formula, charge and spin) (eV) = 1.3447
- HOMO-LUMO gap (spin up / spin down) (eV) = 6.005 / 7.760
- LUMO level (spin up / spin down) (eV) = -3.5 / -6.4
- E (a.u.) = -720.44147

```
! RIJCOSX wB97M-V def2-TZVPD def2/J DEFGRID3
* xyz 1 3
C -1.90 -0.59 0.22
C -0.43 -0.94 0.37
C 0.47 0.25 0.22
C 1.78 0.33 0.94
N -2.69 -1.52 0.15
N -0.36 1.35 0.52
N 0.80 0.24 -1.53
S -2.10 1.18 0.12
H -0.33 -1.30 1.36
H -0.15 -1.74 -0.30
H 2.01 1.41 0.70
H 2.33 -0.54 0.52
H 1.54 0.16 1.97
H -3.61 -1.20 -0.05
H -0.06 2.31 0.61
H 0.31 -0.42 -2.18
H 1.71 -0.09 -1.56
H 0.67 1.09 -2.08
*
```

=====

# 3
The following is a DFT calculation (ωB97M-V/def2-TZVPD) of the molecule C4H10N4 in a non-equilibrium geometry.

Values from the calculation:
- relative energy (zero: lowest compared OMol25 entry of this formula, charge and spin) (eV) = 3.7827
- HOMO-LUMO gap (eV) = 9.436
- LUMO level (eV) = 0.9
- E (a.u.) = -377.30780

```
! RIJCOSX wB97M-V def2-TZVPD def2/J DEFGRID3
* xyz 0 1
C -0.48 1.29 -0.46
C -1.46 -1.10 -0.88
N 0.66 0.37 -0.41
C -0.70 -0.12 -0.03
N 1.36 -0.04 -1.55
C 0.94 -0.08 1.62
N -0.50 -0.47 1.33
N 1.18 0.65 2.64
H 0.76 -0.36 -2.31
H 1.93 0.72 -1.89
H -1.16 -0.04 1.97
H 2.02 0.39 3.14
H -0.42 2.09 0.28
H -0.82 1.57 -1.45
H 1.65 -0.80 1.20
H -1.03 -2.10 -0.77
H -2.49 -1.15 -0.52
H -1.45 -0.82 -1.93
*
```